Entry 1:
Entry from the OMol25 dataset: a 9-piece molecular cluster, C21H64N14O9 overall (the ωB97M-V functional and the def2-TZVPD basis).

Structure (XYZ):
```
108
Properties=species:S:1:pos:R:3:forces:R:3
C 3.703815 5.150002 3.268370 -1.3 1.2 0.6
O 2.516615 5.989074 3.517145 0.8 -1.2 -1.6
C 2.809704 7.352185 3.741675 -1.6 -0.5 1.0
C 1.456109 8.107010 3.819535 2.4 0.9 -0.5
C 0.837517 8.233504 2.471179 -1.0 -2.8 -0.6
N 1.747689 9.495230 4.194615 -0.6 0.4 1.1
H 4.322995 5.474302 2.431979 -0.2 0.4 -0.1
H 3.331486 4.155562 3.022300 0.1 0.0 0.4
H 4.280587 5.235589 4.189295 0.3 -0.6 0.0
H 3.278704 7.338049 4.725511 0.5 0.9 0.0
H 3.381638 7.840640 2.952750 0.5 -0.2 -0.1
H 0.811834 7.618241 4.550366 -0.1 0.2 0.0
H 0.622244 7.198516 2.205541 -0.5 -0.2 -0.6
H 1.499546 8.559352 1.668904 0.0 0.6 0.3
H -0.126897 8.737255 2.536370 0.2 0.3 -0.3
H 2.436833 9.911704 3.584918 0.6 -0.3 -0.1
H 0.912166 9.925125 3.824228 -0.2 0.9 0.6
C -1.518637 -1.935925 -0.567738 2.6 -0.4 0.5
O -2.224553 -0.764855 -0.746052 -1.6 1.2 0.8
C -1.907859 0.393575 0.098992 -0.1 -0.1 -1.3
C -0.812344 1.230476 -0.621811 0.5 -1.2 2.7
C -0.121927 2.178988 0.346501 -0.5 0.9 0.2
N -1.209915 1.874034 -1.808972 0.4 -0.3 -1.8
H -1.038736 -2.052155 0.404010 -0.2 0.4 0.7
H -0.638091 -1.896457 -1.208969 0.1 -0.4 -0.5
H -1.979382 -2.916424 -0.687862 -1.0 0.5 -0.6
H -2.814505 0.996081 0.154542 -0.2 -0.2 0.0
H -1.625718 0.121301 1.116038 0.2 -0.4 0.0
H -0.118283 0.414518 -0.823322 0.5 0.3 -0.8
H -0.885834 2.802943 0.810469 -0.2 0.0 0.3
H 0.500108 2.922295 -0.152188 0.2 -0.3 -0.3
H 0.459842 1.717615 1.144473 -0.1 -0.2 -0.1
H -1.322301 1.120559 -2.472105 -0.4 0.3 -0.5
H -2.030825 2.462371 -1.815818 -0.2 0.0 0.5
C -1.136267 -11.017280 0.196460 1.0 -1.1 0.8
O -1.932108 -9.989966 -0.299854 -0.2 1.0 1.0
C -1.826209 -8.773366 0.495831 -0.4 1.1 -0.4
C -2.832844 -8.510554 1.685196 0.6 0.2 -0.1
C -2.619898 -7.112650 2.466528 0.0 -1.8 -1.3
N -2.687042 -9.571251 2.676277 0.3 -0.1 0.2
H -0.934574 -11.847154 -0.480829 -0.7 0.3 -0.7
H -1.528216 -11.480576 1.101905 -0.2 0.0 0.1
H -0.121114 -10.714979 0.453695 0.1 0.6 0.1
H -0.805434 -8.586971 0.829571 0.2 -0.6 0.3
H -1.951504 -7.986081 -0.247525 -0.4 0.1 0.0
H -3.846298 -8.646140 1.307527 -0.2 0.9 -0.5
H -2.688754 -6.252872 1.800091 0.1 0.0 0.1
H -1.646617 -7.176402 2.953101 0.1 0.2 -0.2
H -3.350033 -7.016711 3.270137 -0.2 -0.1 -0.2
H -3.491288 -9.483480 3.280922 0.0 -0.2 0.4
H -2.817246 -10.436675 2.172114 0.0 -0.3 0.2
C 3.339700 -3.232717 -1.521289 -1.7 0.4 0.4
O 2.504931 -3.011859 -2.683512 0.9 -0.8 0.7
C 3.195235 -2.265306 -3.639639 -0.2 0.9 -0.6
C 2.316993 -2.036359 -4.873786 0.7 0.0 0.3
C 1.645502 -3.324673 -5.385363 -0.3 0.9 0.5
N 3.061706 -1.422324 -6.002694 -0.6 -1.3 -0.4
H 4.392687 -2.967757 -1.616850 -0.1 0.0 -0.4
H 3.224763 -4.244770 -1.133166 0.1 -0.2 -0.5
H 2.868828 -2.618375 -0.753860 0.4 0.3 0.3
H 3.445740 -1.283469 -3.238005 0.1 0.4 0.2
H 4.159642 -2.725438 -3.854805 0.0 -0.3 -0.6
H 1.549399 -1.290534 -4.667218 -0.4 -0.3 0.9
H 2.338497 -4.165836 -5.403033 0.0 0.1 -0.5
H 1.179986 -3.041601 -6.329438 0.4 -0.6 -0.4
H 0.788253 -3.602522 -4.772147 0.2 0.0 0.4
H 3.633566 -0.598159 -5.885055 -0.3 0.1 0.7
H 2.238178 -1.187330 -6.538126 0.6 0.6 -1.0
N 1.415185 3.213287 6.498439 3.7 -1.1 1.7
C 0.093933 3.053724 6.564925 1.0 0.5 1.5
N -0.327263 3.630240 5.501030 -3.4 1.9 -5.0
O -0.548597 2.629970 7.475397 -1.1 -1.2 1.7
H 1.809377 3.569253 5.639376 0.6 -0.1 0.9
H 1.923318 3.162287 7.369826 0.3 -0.1 -0.5
H -1.306654 3.775888 5.301828 0.3 -0.2 -0.1
H 0.405154 3.971631 4.895126 -1.3 0.4 -0.4
N 6.632615 -0.003234 1.438658 1.0 -3.8 2.8
C 6.305752 0.947495 0.633566 -0.9 4.3 -1.9
N 7.328370 1.603557 0.007981 0.4 -0.8 0.1
O 5.178333 1.402593 0.494477 -0.9 -0.6 0.0
H 5.932790 -0.430728 2.028221 0.0 0.2 -0.4
H 7.577239 -0.310363 1.621554 -0.2 0.3 -0.3
H 7.045190 2.429671 -0.499409 0.6 -0.3 0.0
H 8.265506 1.269150 0.181314 0.0 0.8 -0.5
N 1.580843 4.374493 -4.050024 -3.1 2.7 -1.8
C 2.800668 3.996879 -3.767461 2.6 2.0 -4.0
N 2.757207 3.062413 -2.946465 -0.6 -6.4 6.3
O 3.814335 4.322600 -4.358491 0.9 1.5 -0.4
H 1.512537 5.163313 -4.677071 -0.5 -0.3 0.2
H 0.796337 3.990120 -3.543171 -0.1 0.7 -0.4
H 1.816443 2.804844 -2.684300 0.6 -0.5 0.7
H 3.508799 2.632701 -2.426308 0.1 0.3 -0.5
N -6.789881 4.401722 -2.985773 -3.6 2.0 -0.2
C -5.688389 3.761475 -2.756936 -0.6 0.6 -1.2
N -5.613849 2.674726 -3.465525 1.4 -3.7 -1.1
O -4.813836 4.210735 -2.111518 3.7 1.2 3.0
H -7.456232 3.917996 -3.570652 -0.4 1.2 0.3
H -6.795029 5.364013 -2.679059 -0.7 -0.3 -0.3
H -6.346956 2.367442 -4.088609 0.7 -0.3 0.2
H -4.738923 2.209478 -3.270239 -0.5 -0.7 -0.7
N -6.246045 -3.290654 -1.464768 2.7 2.2 -0.2
C -7.291993 -4.043511 -1.205011 -1.0 -2.2 -5.0
N -7.612356 -4.226568 0.028401 -0.8 -0.2 3.9
O -7.872785 -4.627625 -2.140356 -0.2 0.7 0.7
H -6.038091 -3.024127 -2.416513 -0.1 -0.4 0.3
H -5.633588 -2.931865 -0.746255 -0.2 0.1 -0.2
H -7.055776 -3.770049 0.736859 -0.7 -0.2 0.2
H -8.525469 -4.623114 0.198906 0.4 0.0 0.3
```
Positions in Å, forces in eV/Å.

Results
- Energy above the lowest of the compared OMol25 structures with the same formula, charge and spin: 6.559 eV
- Structure (SMILES): COC[C@H](C)N.COC[C@H](C)N.COC[C@H](C)N.COC[C@H](C)N.NC(N)=O.NC(N)=O.NC(N)=O.NC(N)=O.NC(N)=O

---

Entry 2:
Entry from the OMol25 dataset: a 11-piece molecular cluster, C21H64N8O11 overall (the ωB97M-V functional and the def2-TZVPD basis).

Structure (XYZ):
```
104
Properties=species:S:1:pos:R:3:forces:R:3
N 4.684733 -21.657726 -2.164304 0.2 -0.8 -4.3
C 5.081441 -21.279172 -0.996697 7.3 -0.9 2.7
N 4.179375 -20.760980 -0.218018 -0.8 0.6 1.5
O 6.405042 -21.473848 -0.592678 -6.2 0.8 -1.9
H 5.482227 -21.770754 -2.817435 -1.2 -0.1 0.4
H 3.712657 -21.698859 -2.527946 1.1 0.2 0.4
H 4.516467 -20.704158 0.725563 -0.7 0.5 0.4
H 3.274673 -20.505357 -0.599835 0.3 0.0 0.8
N 8.620066 -24.756607 -8.077291 -1.8 0.5 3.4
C 9.232776 -25.527767 -8.913950 4.4 -6.8 1.5
N 9.411950 -24.965634 -10.107121 -1.8 2.8 -0.1
O 9.807482 -26.788418 -8.561720 -3.4 6.7 -2.1
H 8.250350 -25.120213 -7.177247 0.5 0.6 -1.2
H 8.274184 -23.847576 -8.333663 -0.1 -0.1 -0.1
H 9.967819 -25.403798 -10.734266 1.9 -1.6 -2.2
H 9.072329 -23.999801 -10.346218 0.8 -1.6 0.6
N 3.926272 -24.427350 -1.966977 1.5 0.6 1.4
C 2.954412 -24.670422 -2.837084 -0.9 5.4 -0.1
N 2.516197 -25.888328 -2.743644 -0.1 -3.6 0.6
O 2.439422 -23.682800 -3.493193 0.9 -3.0 1.1
H 4.238953 -23.466476 -1.832707 0.0 -0.9 -0.2
H 4.354154 -25.179979 -1.425866 0.0 0.5 -0.3
H 1.783185 -26.168302 -3.316853 -1.2 -0.5 -1.0
H 2.979894 -26.623574 -2.164995 -0.6 1.1 -0.8
N 5.369271 -26.592296 -0.448467 2.4 1.1 0.3
C 4.826304 -27.767984 -0.801244 2.7 -4.6 -4.4
N 3.547427 -27.767560 -0.482137 -3.4 -1.3 0.9
O 5.347817 -28.765443 -1.586786 -2.4 5.5 4.1
H 6.267072 -26.345957 -0.872393 -0.3 -0.2 0.5
H 5.274464 -26.244450 0.510012 -0.1 -0.3 -0.6
H 3.034655 -28.620847 -0.693308 0.2 0.3 0.3
H 3.100453 -27.093286 0.161386 0.7 -0.7 -0.7
C 5.067783 -22.388517 -7.715796 3.6 -0.2 1.4
C 4.636197 -21.491871 -6.565595 -9.3 -7.1 -2.5
C 4.055828 -22.343833 -5.378075 -2.0 0.1 -2.6
O 5.451796 -20.689667 -6.111313 6.8 7.8 2.7
H 5.449136 -21.829364 -8.522994 0.8 1.5 -0.9
H 4.328514 -22.882237 -8.222768 -2.2 -1.8 -0.4
H 5.961787 -23.083261 -7.476637 -1.7 0.8 0.1
H 3.718210 -20.996290 -6.941901 0.1 0.1 -0.3
H 4.863301 -22.848971 -5.055335 2.9 -2.3 1.3
H 3.287097 -23.121271 -5.679315 0.8 1.2 0.4
H 3.753190 -21.798050 -4.507584 -0.7 0.8 -0.2
H 5.221577 -19.807230 -6.453100 0.8 -0.4 0.5
C 5.800313 -25.255775 -4.133441 -0.9 -0.2 0.5
C 6.991078 -25.461280 -5.018201 -1.5 -8.4 5.3
C 6.739106 -26.717514 -5.935077 1.9 0.8 1.1
O 6.968655 -24.525332 -5.802859 1.0 10.8 -7.8
H 4.871966 -25.137727 -4.683802 0.1 0.0 -0.9
H 5.830406 -24.346157 -3.566248 0.5 0.5 0.5
H 5.547526 -26.038367 -3.482614 0.1 -1.2 1.2
H 7.946128 -25.488239 -4.462584 -0.2 -0.8 0.2
H 7.619569 -26.764441 -6.598400 -0.4 -0.5 0.1
H 5.840529 -26.596704 -6.527189 -0.2 0.1 0.1
H 6.727046 -27.576702 -5.288205 -0.2 -0.7 -0.1
H 6.998102 -23.649855 -5.354144 0.0 -0.8 -0.5
C 7.548101 -21.738294 -3.951889 0.5 0.1 0.0
C 9.036741 -21.505629 -4.105147 -2.7 4.8 3.9
C 9.857216 -21.500944 -2.879119 1.0 2.2 1.9
O 9.690206 -22.197926 -4.947865 2.7 -4.5 -6.6
H 7.100723 -20.781467 -3.679134 -0.2 -0.4 0.7
H 7.288970 -22.617898 -3.393677 -0.2 -0.2 1.0
H 7.145840 -21.902766 -4.912221 -0.5 -0.1 -1.5
H 9.063299 -20.508288 -4.555782 -0.3 0.9 0.8
H 9.318121 -21.131948 -2.028880 -0.7 0.4 0.5
H 10.692671 -20.735768 -2.987800 -0.6 -1.4 0.0
H 10.203871 -22.454148 -2.517143 0.4 -0.6 -0.6
H 9.480299 -21.774823 -5.796775 0.6 -1.1 -0.2
C 9.731464 -24.829579 -1.058990 1.7 -1.3 1.3
C 8.446062 -25.084243 -1.760672 6.0 -4.4 -5.2
C 8.120263 -26.578276 -1.961619 2.9 -1.4 -2.8
O 7.471505 -24.745096 -1.078098 -8.2 3.5 5.6
H 10.622700 -25.192554 -1.634410 -0.7 0.4 0.6
H 9.662740 -25.349448 -0.038563 0.3 0.6 -1.3
H 9.830625 -23.771762 -0.842153 0.1 0.3 0.0
H 8.477247 -24.531343 -2.711934 0.2 -0.4 -0.5
H 8.975830 -27.129441 -2.476790 -0.9 0.8 0.2
H 7.256432 -26.756558 -2.636784 0.4 0.2 0.9
H 8.104543 -27.147565 -1.045204 -0.6 0.2 0.6
H 7.360635 -23.817195 -1.167469 -0.8 1.8 0.7
C 3.054388 -27.750013 -5.947708 2.4 1.1 3.9
C 2.381894 -26.415947 -6.184502 8.4 2.7 2.0
C 2.909138 -25.535200 -7.303042 2.7 1.7 -0.1
O 1.255141 -26.662325 -6.594192 -13.4 -2.3 -2.2
H 3.002918 -28.472869 -6.714531 -0.3 -0.7 -0.8
H 2.572294 -28.034117 -4.977868 -0.2 -0.7 -1.0
H 4.098232 -27.663304 -5.509279 -0.7 0.0 -1.1
H 2.422520 -25.857027 -5.216712 0.2 0.0 -0.7
H 3.150329 -26.022758 -8.225088 -0.5 -1.0 -0.6
H 3.890888 -25.169670 -7.044337 0.8 0.3 0.4
H 2.419421 -24.581942 -7.613230 -0.6 -0.9 0.8
H 0.521433 -26.708150 -5.933318 1.1 -0.1 -0.8
C 5.975437 -25.583633 -9.460058 -3.0 -0.4 1.3
O 6.527428 -25.287844 -10.651689 0.6 0.8 -2.5
H 5.810735 -24.669349 -8.869565 0.2 -0.5 0.4
H 6.513964 -26.369247 -8.986280 0.6 -0.4 1.1
H 4.962702 -26.007002 -9.623870 0.4 0.3 -0.1
H 7.409607 -25.003241 -10.443683 0.6 -0.1 -0.5
C 10.704821 -25.723584 -5.262893 -2.5 1.0 0.8
O 10.977213 -24.654563 -4.347169 0.5 0.4 -0.3
H 9.964357 -26.316890 -4.713633 0.3 -0.8 -0.3
H 11.551654 -26.320652 -5.561679 0.3 0.2 -0.1
H 10.082891 -25.310367 -6.085463 1.1 -0.5 -0.1
H 10.475175 -23.874110 -4.647129 0.5 -0.4 0.2
```
Positions in Å, forces in eV/Å.

Results
- Energy above the lowest of the compared OMol25 structures with the same formula, charge and spin: 11.601 eV
- Structure (SMILES): NC(N)=O.NC(N)=O.NC(N)=O.NC(N)=O.CC(C)O.CC(C)O.CC(C)O.CC(C)O.CC(C)O.CO.CO

---

| no. | orbital gap (eV) | HOMO (eV) |
| --- | --- | --- |
| 1 | 9.23 | -9.1075 |
| 2 | 9.11 | -9.1569 |